{"formula": "C13H23F5NOPPdTe", "method": "wB97M-V/def2-TZVPD", "symbols": ["C", "C", "C", "C", "C", "C", "C", "C", "N", "Pd", "C", "P", "H", "H", "H", "H", "H", "H", "H", "H", "C", "C", "H", "C", "C", "H", "H", "H", "H", "H", "H", "H", "H", "H", "H", "H", "H", "H", "H", "F", "Te", "F", "F", "F", "F", "O"], "positions_angstrom": [[-0.8271, 1.3035, -3.4695], [-0.4369, -0.0318, -3.4019], [-0.1613, -0.6399, -2.1623], [-0.2773, 0.1282, -1.0089], [-0.7600, 1.4415, -1.0394], [-1.0042, 2.0282, -2.2943], [0.1345, -2.1091, -2.1586], [1.0739, -2.6913, -1.1027], [2.1553, -1.6950, -0.7024], [0.1418, -0.7037, 0.7622], [-1.1476, 2.2870, 0.1422], [-0.7294, 2.0284, 1.9452], [-0.3350, -0.6161, -4.3204], [-1.3471, 3.0627, -2.3322], [-1.0370, 1.7756, -4.4361], [-2.2490, 2.3617, 0.1740], [-0.7567, 3.3018, -0.0573], [-0.8174, -2.6554, -2.0292], [0.5259, -2.3885, -3.1440], [0.5384, -2.9648, -0.1848], [-1.3733, 3.6340, 2.5447], [1.0697, 2.1748, 2.0951], [1.6218, -3.5595, -1.4806], [3.0309, -1.3292, -1.8650], [2.9836, -2.2129, 0.4335], [-1.2336, 1.3381, 3.0988], [4.0556, -1.6530, -1.6369], [2.6715, -1.8216, -2.7743], [3.0214, -0.2385, -1.9996], [3.6787, -2.9623, 0.0359], [3.5404, -1.3684, 0.8642], [2.3221, -2.6455, 1.1947], [1.3011, 3.2338, 2.2916], [1.4061, 1.5542, 2.9366], [1.5499, 1.8333, 1.1693], [-1.2258, 4.4012, 1.7765], [-2.4456, 3.5189, 2.7610], [-0.8407, 3.9025, 3.4642], [1.6629, -0.8250, -0.3680], [-2.2466, -0.7414, 4.0159], [-2.7983, -1.4378, 2.3205], [-1.1636, -2.4754, 2.2341], [-3.6807, -2.8480, 3.2807], [-3.3381, -2.2324, 0.6752], [-4.3685, -0.3578, 2.3484], [-1.8845, -0.1047, 1.4038]], "charge": 2, "e_homo_ev": [-11.7665, -17.1512], "energy_ha": -1874.828709, "orbital_gap_ev": [4.3, 5.8], "s2": 6.031, "multiplicity": 5}

{"formula": "C16H24IN2O4", "method": "wB97M-V/def2-TZVPD", "symbols": ["O", "C", "O", "I", "C", "C", "C", "N", "C", "C", "O", "O", "C", "H", "H", "H", "H", "C", "C", "C", "N", "C", "C", "C", "C", "C", "C", "H", "H", "H", "H", "H", "H", "H", "H", "H", "H", "H", "H", "H", "H", "H", "H", "H", "H", "H", "H"], "positions_angstrom": [[4.5750, -3.9270, -0.9674], [3.6217, -4.8982, -0.9958], [3.9846, -6.3463, -1.1449], [3.8726, -7.2447, 0.7042], [2.0274, -4.5291, -0.8837], [1.4078, -3.0245, -0.5770], [-0.2426, -2.8864, -0.4653], [-1.1586, -4.0994, -0.6699], [-0.6579, -5.5053, -0.9558], [-1.6468, -6.8345, -1.1343], [-1.5226, -7.6888, -2.1746], [-2.6396, -7.0298, -0.0283], [0.9561, -5.7685, -1.0723], [2.1188, -2.0871, -0.4499], [-0.6787, -1.8179, -0.2170], [-2.1964, -3.9241, -0.5641], [1.3668, -6.8604, -1.2590], [-2.4924, 4.9402, 1.5989], [-1.9962, 3.7489, 2.4024], [-0.5806, 3.2584, 2.0817], [-0.3773, 2.4849, 0.7482], [1.0857, 1.9722, 0.7957], [1.5533, 1.3832, -0.5274], [1.3798, 2.3735, -1.6648], [-0.0676, 2.8164, -1.7606], [-0.5720, 3.4163, -0.4537], [-1.3390, 1.2981, 0.6872], [-2.9534, 4.6287, 0.6593], [-3.2684, 5.4716, 2.1605], [-1.6878, 5.6503, 1.3864], [-2.7297, 2.9374, 2.3650], [-1.9750, 4.0704, 3.4527], [-0.2712, 2.5669, 2.8766], [0.1242, 4.0979, 2.0775], [1.7152, 2.8299, 1.0608], [1.1487, 1.2285, 1.5985], [2.6121, 1.1114, -0.4438], [1.0162, 0.4548, -0.7513], [1.6940, 1.9163, -2.6106], [2.0242, 3.2449, -1.5007], [-0.6975, 1.9694, -2.0567], [-0.1659, 3.5643, -2.5563], [-1.6398, 3.6168, -0.5522], [-0.0405, 4.3491, -0.2322], [-2.3607, 1.6760, 0.6028], [-1.2172, 0.7076, 1.5995], [-1.1089, 0.6875, -0.1885]], "charge": 1, "e_homo_ev": -10.3331, "energy_ha": -1331.539063, "orbital_gap_ev": 5.5}

{"formula": "C38H72O31", "method": "wB97M-V/def2-TZVPD", "symbols": ["C", "C", "C", "O", "C", "O", "O", "H", "H", "H", "H", "H", "H", "C", "C", "C", "O", "C", "O", "O", "H", "H", "H", "H", "H", "H", "C", "C", "C", "O", "C", "O", "O", "H", "H", "H", "H", "H", "H", "C", "C", "C", "O", "C", "O", "O", "H", "H", "H", "H", "H", "H", "C", "C", "C", "O", "C", "O", "O", "H", "H", "H", "H", "H", "H", "C", "C", "C", "O", "C", "O", "O", "H", "H", "H", "H", "H", "H", "C", "C", "C", "O", "C", "O", "O", "H", "H", "H", "H", "H", "H", "O", "C", "C", "O", "H", "H", "H", "H", "H", "H", "O", "C", "C", "O", "H", "H", "H", "H", "H", "H", "O", "C", "C", "O", "H", "H", "H", "H", "H", "H", "O", "C", "C", "O", "H", "H", "H", "H", "H", "H", "O", "C", "C", "O", "H", "H", "H", "H", "H", "H"], "positions_angstrom": [[0.2432, 5.9056, -5.3100], [0.4819, 5.4112, -3.8498], [-0.4827, 4.2375, -3.5649], [0.3165, 3.1493, -3.0601], [1.6111, 3.4414, -3.2655], [2.5630, 2.7128, -2.9980], [1.7228, 4.6703, -3.7919], [1.1167, 6.4897, -5.5995], [-0.6813, 6.4687, -5.4380], [0.1610, 5.0717, -6.0071], [0.3393, 6.1534, -3.0644], [-1.1113, 3.9900, -4.4203], [-1.0924, 4.4119, -2.6784], [4.2105, -2.0167, -1.4164], [3.0580, -1.7440, -2.4012], [3.4262, -0.7198, -3.4634], [2.8526, -1.2018, -4.6347], [2.8393, -2.5902, -4.5260], [2.7767, -3.3763, -5.4658], [2.9601, -2.9272, -3.1679], [3.9698, -2.9503, -0.9080], [4.3159, -1.1959, -0.7069], [5.0822, -2.2012, -2.0442], [2.0579, -1.6007, -1.9922], [4.4994, -0.5834, -3.5960], [3.1169, 0.3234, -3.3989], [0.1312, -3.5268, 1.4768], [1.1765, -4.2810, 0.6262], [0.9241, -5.7786, 0.4453], [0.6623, -5.9464, -0.9162], [0.8735, -4.8013, -1.5252], [0.7340, -4.6903, -2.7468], [0.9688, -3.8213, -0.6765], [0.4546, -2.4922, 1.5916], [0.1270, -3.9197, 2.4935], [-0.8653, -3.5054, 1.0354], [2.2088, -4.1639, 0.9559], [0.1584, -6.0857, 1.1576], [1.8593, -6.2978, 0.6548], [-5.8159, -0.3052, 3.5427], [-4.9639, -1.5322, 3.1074], [-5.3481, -2.0282, 1.7508], [-4.2627, -1.7170, 0.9105], [-3.3042, -1.2487, 1.5810], [-2.1563, -0.9438, 1.2501], [-3.6547, -1.1032, 2.8807], [-6.6117, -0.0488, 2.8434], [-5.1090, 0.5227, 3.5969], [-6.1744, -0.4894, 4.5555], [-5.0759, -2.2326, 3.9351], [-6.2663, -1.5693, 1.3843], [-5.3604, -3.1081, 1.8987], [-0.3324, -2.3828, 4.9337], [0.0819, -0.9487, 4.5628], [-1.1680, -0.0018, 4.2186], [-0.6776, 1.2446, 4.6341], [0.2366, 1.1052, 5.5709], [0.6702, 1.9732, 6.3170], [0.5417, -0.2210, 5.7219], [-0.8591, -2.7671, 4.0602], [-1.1177, -2.3274, 5.6875], [0.5159, -2.9686, 5.2877], [0.8768, -1.0157, 3.8200], [-2.1508, -0.2388, 4.6261], [-1.2088, 0.1298, 3.1373], [-5.9170, 0.6000, -1.2264], [-5.3697, 1.9575, -0.5760], [-6.0796, 2.3533, 0.7307], [-4.9898, 2.5493, 1.6431], [-3.8641, 2.1235, 1.1841], [-2.7745, 2.0264, 1.8159], [-4.0757, 1.7242, -0.0796], [-6.9387, 0.7475, -1.5765], [-6.0473, -0.1823, -0.4786], [-5.2658, 0.2378, -2.0219], [-5.3483, 2.8327, -1.2253], [-6.7297, 1.5491, 1.0756], [-6.7452, 3.1998, 0.5616], [-0.2897, -0.8175, -3.9257], [-1.6480, -0.4639, -4.5159], [-2.5901, 0.4068, -3.6850], [-3.0609, 1.3426, -4.6302], [-2.4334, 1.2356, -5.7816], [-2.7116, 1.7834, -6.8262], [-1.5225, 0.3015, -5.6690], [-0.2913, -1.7020, -3.2888], [0.1083, 0.0207, -3.3538], [0.4556, -0.9290, -4.7132], [-2.1096, -1.4065, -4.8097], [-2.1438, 0.7744, -2.7610], [-3.4124, -0.2365, -3.3718], [7.5774, 2.8749, 0.0969], [6.3037, 2.9237, -0.5913], [5.2059, 1.9937, 0.0222], [5.7572, 0.8060, 0.6352], [8.0441, 3.7015, -0.0464], [5.9763, 3.9577, -0.4830], [6.4406, 2.7891, -1.6643], [4.3496, 1.6462, -0.5560], [4.6093, 2.5003, 0.7808], [5.1484, 0.4135, 1.2652], [4.0105, -0.7659, 2.3026], [4.3055, -0.1935, 3.5339], [5.7818, -0.4585, 3.8579], [5.9820, -1.8776, 4.1118], [4.2958, -1.6823, 2.2828], [4.1295, 0.8770, 3.4287], [3.6638, -0.5438, 4.3424], [6.0488, 0.1408, 4.7283], [6.4585, -0.0310, 3.1181], [5.9361, -2.4474, 3.3405], [0.3215, 4.6265, 1.8319], [0.6302, 3.5543, 2.6922], [2.0986, 3.6447, 3.1741], [2.5144, 4.9699, 3.5022], [0.4053, 5.4340, 2.3444], [-0.0773, 3.6425, 3.5167], [0.3713, 2.5967, 2.2404], [2.7300, 3.2443, 2.3809], [2.2908, 3.0126, 4.0410], [3.4628, 4.9317, 3.6460], [-3.8815, -2.8652, -2.9770], [-2.8024, -3.1247, -2.0676], [-3.2228, -4.2231, -1.0482], [-3.3512, -5.4962, -1.6283], [-4.2562, -3.7092, -3.2395], [-1.8886, -3.4505, -2.5645], [-2.6832, -2.1817, -1.5341], [-4.2026, -3.9051, -0.6918], [-2.4842, -4.3926, -0.2647], [-3.9969, -6.0666, -1.2049], [-0.4875, -0.2494, -0.7405], [0.1943, 0.9419, -0.3985], [1.5839, 0.7276, 0.2424], [1.5601, 0.2903, 1.5729], [-0.5302, -0.8466, 0.0099], [0.1985, 1.4689, -1.3526], [-0.3832, 1.6029, 0.2476], [2.1161, 1.6787, 0.2598], [2.1861, 0.0201, -0.3277], [2.2825, -0.3250, 1.7178]], "e_homo_ev": -9.6057, "energy_ha": -3823.463152, "orbital_gap_ev": 9.4, "smiles": "C[C@H]1COC(=O)O1.C[C@H]1COC(=O)O1.C[C@H]1COC(=O)O1.C[C@H]1COC(=O)O1.C[C@H]1COC(=O)O1.C[C@H]1COC(=O)O1.C[C@H]1COC(=O)O1.OCCO.OCCO.OCCO.OCCO.OCCO"}

{"formula": "C5", "method": "wB97M-V/def2-TZVPD", "symbols": ["C", "C", "C", "C", "C"], "positions_angstrom": [[1.1426, -0.4172, 0.7940], [0.6276, -0.4684, -0.4943], [-0.1825, 0.4014, 0.7231], [-0.2196, 0.3955, -1.0945], [-1.3681, 0.0887, 0.0718]], "e_homo_ev": -10.2461, "energy_ha": -190.076695, "orbital_gap_ev": 7.5}